This record from the Open Molecules 2025 dataset describes 11 unconnected molecules or ions with the total composition C46H66O5 at a distorted geometry. The level of theory is ωB97M-V/def2-TZVPD.

2S+1   1
Lowest unoccupied orbital energy   0.494 eV
DFT total energy   -59006.7231 eV
SMILES   c1ccccc1.c1ccccc1.c1ccccc1.c1ccccc1.c1ccccc1.c1ccccc1.CCO.CCO.CCO.CCO.CCO
HOMO-LUMO gap   9.6203 eV

Cartesian coordinates (Å):
C 6.02 0.18 3.37
C 5.11 -0.81 2.99
C 3.77 -0.46 2.75
C 3.28 0.83 2.95
C 4.24 1.84 3.28
C 5.56 1.52 3.46
H 7.02 -0.15 3.61
H 5.41 -1.87 2.91
H 3.19 -1.23 2.25
H 2.23 1.02 2.73
H 3.89 2.82 3.40
H 6.15 2.38 3.63
C -0.68 3.75 -2.98
C -2.00 3.63 -3.57
C -3.01 4.35 -3.07
C -2.84 5.12 -1.92
C -1.61 5.14 -1.30
C -0.51 4.39 -1.77
H 0.16 3.26 -3.51
H -2.08 2.94 -4.41
H -4.00 4.30 -3.60
H -3.64 5.75 -1.54
H -1.49 5.77 -0.43
H 0.44 4.50 -1.38
C -2.37 -4.58 -1.71
C -1.82 -3.73 -2.65
C -1.12 -4.18 -3.74
C -0.80 -5.53 -3.82
C -1.31 -6.41 -2.89
C -2.12 -5.94 -1.82
H -3.08 -4.15 -1.00
H -1.99 -2.63 -2.52
H -0.74 -3.40 -4.43
H -0.14 -5.89 -4.62
H -1.07 -7.47 -2.92
H -2.55 -6.61 -1.08
C 1.87 -4.39 2.97
C 1.11 -3.49 3.61
C -0.27 -3.51 3.54
C -0.91 -4.56 2.89
C -0.08 -5.45 2.17
C 1.31 -5.39 2.19
H 2.97 -4.37 3.05
H 1.54 -2.63 4.10
H -0.87 -2.75 4.01
H -1.98 -4.71 2.89
H -0.54 -6.27 1.57
H 1.95 -6.23 1.78
C -2.30 -0.09 -6.21
C -1.62 -0.18 -7.45
C -0.30 -0.35 -7.48
C 0.54 -0.50 -6.38
C -0.15 -0.52 -5.16
C -1.52 -0.32 -5.06
H -3.37 0.04 -6.13
H -2.07 -0.07 -8.43
H 0.22 -0.51 -8.42
H 1.60 -0.54 -6.44
H 0.36 -0.69 -4.21
H -2.04 -0.36 -4.06
C -2.30 0.33 -0.87
C -2.64 -0.96 -0.44
C -1.79 -1.66 0.39
C -0.69 -1.02 0.93
C -0.38 0.24 0.54
C -1.15 0.88 -0.37
H -2.99 0.84 -1.59
H -3.62 -1.38 -0.73
H -2.13 -2.53 0.86
H -0.21 -1.51 1.80
H 0.44 0.70 1.08
H -0.94 1.91 -0.55
C -4.25 2.82 0.62
C -4.74 3.43 1.89
O -3.70 3.10 2.86
H -3.37 3.32 0.26
H -5.01 2.92 -0.16
H -4.15 1.75 0.83
H -5.69 2.90 2.26
H -4.95 4.54 1.85
H -4.07 2.90 3.73
C 2.50 -2.76 -0.67
C 1.75 -2.41 -1.93
O 1.32 -1.06 -1.98
H 2.24 -2.15 0.18
H 3.55 -2.60 -0.90
H 2.33 -3.83 -0.41
H 0.93 -3.10 -2.19
H 2.44 -2.52 -2.78
H 0.74 -0.97 -1.21
C -1.03 5.07 3.99
C -0.79 4.33 2.73
O -0.96 2.91 2.99
H -0.90 6.14 3.98
H -0.33 4.77 4.74
H -2.01 4.78 4.31
H 0.17 4.57 2.34
H -1.50 4.65 1.98
H -1.87 2.76 2.68
C 4.85 1.05 -2.21
C 3.58 1.29 -1.52
O 2.52 1.48 -2.51
H 5.66 1.01 -1.44
H 5.07 1.82 -2.95
H 4.72 0.14 -2.82
H 3.67 2.14 -0.87
H 3.39 0.49 -0.83
H 2.00 0.67 -2.43
C 0.37 -0.01 5.31
C 0.55 1.23 6.14
O -0.11 2.38 5.59
H 0.70 -0.96 5.86
H 0.98 0.12 4.41
H -0.66 -0.33 5.12
H 1.60 1.43 6.36
H 0.11 1.09 7.14
H -0.27 2.24 4.66

=====

This record from the Open Molecules 2025 dataset describes 12 unconnected molecules or ions with the total composition C46H72O36 at a distorted geometry. The level of theory is ωB97M-V/def2-TZVPD.

2S+1   1
Lowest unoccupied orbital energy   -0.075 eV
DFT total energy   -122580.2928 eV
SMILES   C[C@H]1COC(=O)O1.C[C@H]1COC(=O)O1.C[C@H]1COC(=O)O1.C[C@H]1COC(=O)O1.C[C@H]1COC(=O)O1.C[C@H]1COC(=O)O1.C[C@H]1COC(=O)O1.C[C@H]1COC(=O)O1.C[C@H]1COC(=O)O1.C[C@H]1COC(=O)O1.COC(=O)OC.COC(=O)OC
HOMO-LUMO gap   10.2635 eV

Cartesian coordinates (Å):
C 0.98 -0.39 -1.28
C 0.49 -0.68 0.14
C 0.76 0.40 1.11
O -0.44 0.72 1.72
C -1.48 0.20 0.97
O -2.62 0.40 1.25
O -0.96 -0.59 0.04
H 0.47 -1.02 -2.01
H 2.02 -0.62 -1.51
H 0.94 0.67 -1.52
H 0.69 -1.69 0.52
H 1.08 1.32 0.61
H 1.57 0.16 1.80
C -0.52 -6.56 -1.16
C -0.72 -5.11 -1.57
C 0.40 -4.19 -1.10
O 0.96 -3.76 -2.38
C 0.08 -4.08 -3.37
O -0.04 -3.43 -4.39
O -0.64 -5.09 -2.95
H -0.66 -6.62 -0.08
H 0.46 -6.83 -1.54
H -1.35 -7.12 -1.60
H -1.67 -4.82 -1.12
H 0.99 -4.78 -0.40
H -0.05 -3.33 -0.61
C -4.79 4.17 2.99
C -3.29 3.76 3.01
C -2.48 3.99 1.71
O -1.40 4.86 2.05
C -1.52 5.22 3.34
O -0.73 5.90 3.89
O -2.66 4.71 3.84
H -4.87 5.21 2.67
H -5.05 4.23 4.05
H -5.40 3.46 2.44
H -3.25 2.70 3.27
H -3.16 4.49 1.02
H -2.14 3.02 1.36
C -1.05 1.47 -8.66
C -0.60 2.02 -7.36
C -1.76 2.35 -6.40
O -1.28 1.80 -5.18
C -0.16 1.10 -5.37
O 0.49 0.58 -4.50
O 0.20 1.08 -6.69
H -1.60 2.18 -9.27
H -1.74 0.66 -8.41
H -0.20 1.14 -9.27
H -0.01 2.92 -7.56
H -2.70 1.87 -6.67
H -1.84 3.43 -6.34
C 5.53 -1.88 -1.03
C 4.64 -1.45 0.14
C 4.96 -2.05 1.51
O 5.13 -0.96 2.39
C 4.66 0.11 1.82
O 4.35 1.11 2.42
O 4.54 -0.10 0.50
H 6.61 -1.82 -0.90
H 5.23 -1.27 -1.89
H 5.09 -2.84 -1.30
H 3.63 -1.86 0.00
H 5.84 -2.70 1.46
H 4.18 -2.71 1.90
C -0.14 -7.57 3.58
C -1.19 -6.51 3.18
C -1.46 -5.45 4.25
O -1.62 -4.26 3.45
C -0.99 -4.43 2.31
O -0.82 -3.54 1.50
O -0.63 -5.73 2.15
H -0.50 -8.13 4.44
H 0.79 -7.04 3.78
H -0.04 -8.35 2.83
H -2.14 -6.88 2.80
H -0.69 -5.41 5.02
H -2.37 -5.67 4.80
C 4.26 2.27 -1.94
C 5.52 2.20 -2.78
C 6.55 3.30 -2.56
O 7.52 2.68 -1.71
C 7.28 1.37 -1.65
O 7.93 0.57 -1.04
O 6.27 1.01 -2.48
H 3.58 1.49 -2.28
H 3.84 3.26 -2.12
H 4.40 2.18 -0.86
H 5.09 2.08 -3.78
H 6.09 4.20 -2.16
H 6.99 3.60 -3.51
C 1.65 2.79 3.85
C 2.07 3.93 2.98
C 3.57 4.09 2.62
O 3.56 4.19 1.18
C 2.32 3.93 0.73
O 1.93 3.99 -0.44
O 1.52 3.63 1.74
H 1.78 2.94 4.92
H 2.22 1.88 3.64
H 0.64 2.43 3.70
H 1.60 4.80 3.44
H 4.16 3.30 3.09
H 3.84 5.02 3.11
C 0.89 5.66 -2.91
C -0.06 4.45 -2.80
C -0.68 4.09 -1.50
O -2.07 3.93 -1.73
C -2.34 4.14 -3.03
O -3.45 4.07 -3.49
O -1.21 4.62 -3.64
H 0.44 6.52 -2.41
H 1.00 5.86 -3.97
H 1.88 5.40 -2.52
H 0.43 3.54 -3.14
H -0.51 4.76 -0.65
H -0.43 3.13 -1.04
C -4.84 -3.28 2.85
C -4.42 -1.79 2.73
C -5.24 -0.90 1.81
O -5.46 0.26 2.60
C -5.16 0.02 3.84
O -5.23 0.80 4.75
O -4.61 -1.21 3.97
H -4.45 -3.76 3.75
H -4.30 -3.77 2.03
H -5.90 -3.50 2.97
H -3.34 -1.69 2.57
H -6.24 -1.30 1.61
H -4.80 -0.67 0.84
C -1.00 -1.47 4.73
O 0.24 -0.92 4.36
C 1.31 -1.75 4.14
O 2.28 -1.48 3.46
O 1.15 -2.93 4.79
C 2.13 -3.97 4.44
H -1.47 -1.71 3.77
H -1.77 -0.81 5.14
H -1.03 -2.35 5.37
H 1.79 -4.94 4.80
H 3.14 -3.78 4.78
H 2.23 -3.97 3.35
C -5.04 1.51 -3.27
O -5.37 0.28 -2.63
C -4.39 -0.67 -2.46
O -4.53 -1.61 -1.69
O -3.30 -0.31 -3.12
C -2.21 -1.21 -3.32
H -4.59 2.21 -2.57
H -5.92 2.02 -3.68
H -4.30 1.45 -4.07
H -2.40 -2.21 -2.93
H -1.36 -0.71 -2.85
H -1.97 -1.27 -4.38

=====

This record from the Open Molecules 2025 dataset describes 8 unconnected molecules or ions with the total composition C46H79N4O26 at a distorted geometry. The level of theory is ωB97M-V/def2-TZVPD.

2S+1   1
Lowest unoccupied orbital energy   -2.113 eV
DFT total energy   -108170.0824 eV
HOMO-LUMO gap   8.1305 eV
Charge   +1

Cartesian coordinates (Å):
C -0.46 1.95 7.80
O -0.54 1.11 6.68
C -0.92 -0.21 7.02
C -1.94 -0.81 6.03
C -1.46 -2.09 5.33
C -0.75 -1.85 3.99
C -1.70 -1.43 2.85
C -1.75 -2.45 1.70
C -2.51 -1.84 0.52
C -2.37 -2.68 -0.77
C -1.11 -2.19 -1.55
C -1.40 -1.73 -3.01
C -0.55 -0.48 -3.31
C 0.94 -0.87 -3.35
C 1.95 0.28 -3.04
C 1.42 1.64 -3.51
C 2.37 2.80 -3.22
O 2.27 3.32 -2.15
N 3.33 3.26 -4.14
C 3.04 2.86 -5.54
C 3.34 4.74 -4.03
N 3.18 -0.06 -3.83
C 4.06 -0.83 -3.16
N 5.32 -0.73 -3.51
C 6.41 -1.48 -2.90
C 7.04 -0.79 -1.67
C 6.51 -1.29 -0.31
O 6.97 0.62 -1.81
N 3.60 -1.64 -2.21
C 2.92 -0.99 -1.06
C 2.33 0.35 -1.55
C 1.19 0.75 -0.58
O 1.64 1.73 0.34
O 2.00 1.04 1.51
H 0.17 1.54 8.61
H -0.05 2.92 7.54
H -1.44 2.14 8.25
H -1.41 -0.16 8.00
H -0.06 -0.88 7.16
H -2.22 -0.01 5.33
H -2.84 -1.05 6.60
H -2.35 -2.71 5.14
H -0.82 -2.66 6.01
H -0.16 -2.73 3.75
H -0.02 -1.04 4.13
H -2.70 -1.24 3.24
H -1.33 -0.49 2.44
H -0.76 -2.81 1.43
H -2.35 -3.30 2.05
H -2.10 -0.83 0.36
H -3.56 -1.71 0.79
H -2.22 -3.73 -0.52
H -3.25 -2.57 -1.39
H -0.42 -3.04 -1.61
H -0.59 -1.38 -1.02
H -1.05 -2.52 -3.69
H -2.46 -1.55 -3.17
H -0.82 0.28 -2.58
H -0.86 -0.14 -4.30
H 1.16 -1.16 -4.38
H 1.12 -1.74 -2.73
H 0.48 1.90 -3.04
H 1.18 1.53 -4.57
H 1.99 2.88 -5.80
H 3.49 1.89 -5.75
H 3.53 3.57 -6.20
H 3.90 5.05 -3.15
H 3.80 5.20 -4.90
H 2.33 5.15 -3.91
H 3.67 0.78 -4.12
H 5.57 -0.09 -4.25
H 7.20 -1.53 -3.65
H 6.16 -2.52 -2.69
H 8.10 -1.06 -1.69
H 7.36 -1.34 0.37
H 5.83 -0.55 0.11
H 6.10 -2.30 -0.36
H 7.87 0.95 -1.68
H 4.22 -2.40 -1.96
H 3.67 -0.76 -0.31
H 2.16 -1.63 -0.62
H 3.13 1.07 -1.37
H 0.85 -0.09 0.02
H 0.31 1.17 -1.06
H 2.76 1.55 1.82
C 1.93 6.40 5.24
C 1.66 4.99 4.78
O 1.37 4.31 6.01
C 0.95 5.24 6.91
O 0.47 4.99 7.97
O 1.14 6.50 6.43
H 1.63 7.15 4.52
H 2.98 6.56 5.51
H 0.78 4.92 4.13
H 2.51 4.53 4.28
C 8.68 1.30 -7.75
C 8.43 1.31 -6.27
O 7.00 1.44 -6.20
C 6.49 0.97 -7.37
O 5.33 0.79 -7.55
O 7.46 0.75 -8.27
H 9.53 0.68 -8.04
H 8.81 2.30 -8.16
H 8.72 0.37 -5.79
H 8.92 2.13 -5.76
C 1.42 -2.05 -7.92
C 1.15 -3.45 -8.42
O 0.87 -4.16 -7.21
C 0.44 -3.26 -6.29
O -0.03 -3.55 -5.23
O 0.63 -1.99 -6.73
H 1.12 -1.28 -8.63
H 2.47 -1.89 -7.65
H 0.28 -3.50 -9.07
H 2.01 -3.89 -8.93
C -0.37 6.40 -5.67
C -0.98 6.74 -7.01
O -0.08 6.12 -7.93
C 0.55 5.12 -7.28
O 1.24 4.30 -7.81
O 0.30 5.16 -5.95
H -1.10 6.27 -4.89
H 0.37 7.14 -5.35
H -1.97 6.30 -7.14
H -1.04 7.81 -7.19
C -7.14 -2.15 4.34
C -5.72 -1.79 4.69
O -4.97 -2.48 3.69
C -5.79 -2.67 2.62
O -5.41 -3.06 1.56
O -7.07 -2.35 2.92
H -7.85 -1.36 4.58
H -7.47 -3.07 4.82
H -5.53 -0.72 4.61
H -5.44 -2.12 5.69
C -11.45 -3.01 5.79
C -12.44 -2.48 4.78
O -11.85 -1.24 4.39
C -10.52 -1.31 4.64
O -9.72 -0.51 4.27
O -10.22 -2.43 5.35
H -11.38 -4.10 5.79
H -11.65 -2.67 6.80
H -12.52 -3.12 3.90
H -13.43 -2.32 5.20
C -3.90 -4.92 8.22
C -3.59 -4.21 9.52
O -4.08 -2.89 9.27
C -5.02 -2.97 8.30
O -5.73 -2.07 7.97
O -5.04 -4.21 7.74
H -4.13 -5.97 8.36
H -3.09 -4.83 7.49
H -4.14 -4.63 10.37
H -2.53 -4.20 9.75